DFT (ωB97M-V/def2-TZVPD) results for one molecule with the formula H3OPS2.

The calculated total energy comes out at -33056.00877 eV. Its LUMO energy is 0.40 eV.

Geometry as ORCA input:
```
! RIJCOSX wB97M-V def2-TZVPD def2/J DEFGRID3
* xyz 0 1
O -0.150 0.601 -1.415
P -0.423 -0.078 0.056
S 1.173 -1.289 0.739
S -0.728 0.997 1.617
H 0.759 0.857 -1.609
H -1.670 -0.889 -0.282
H 1.240 -0.257 1.490
*
```


DFT (ωB97M-V/def2-TZVPD) results for one molecule with the formula H3OPS2.

The calculated total energy comes out at -33056.05857 eV. Its LUMO energy is 0.27 eV.

Geometry as ORCA input:
```
! RIJCOSX wB97M-V def2-TZVPD def2/J DEFGRID3
* xyz 0 1
O 0.255 1.564 0.411
P 0.385 0.030 -0.247
S 2.118 -0.748 0.039
S -1.425 -0.937 0.096
H -0.714 1.464 0.495
H 0.320 0.550 -1.589
H -0.938 -1.924 0.795
*
```


DFT (ωB97M-V/def2-TZVPD) results for a 2-piece molecular cluster, H3OS2 overall.

The calculated total energy comes out at -23767.69557 eV. Its LUMO energy is 3.28 eV.

Geometry as ORCA input:
```
! RIJCOSX wB97M-V def2-TZVPD def2/J DEFGRID3
* xyz -1 1
O -1.084 -2.156 1.510
H -0.531 -1.384 1.697
S 2.109 2.389 -0.873
S 0.305 1.855 -1.723
H -1.476 -2.320 2.359
H 0.678 1.617 -2.969
*
```


DFT (ωB97M-V/def2-TZVPD) results for a 2-piece molecular cluster, H3OS2 overall.

The calculated total energy comes out at -23768.05778 eV. Its LUMO energy is 3.73 eV.

Geometry as ORCA input:
```
! RIJCOSX wB97M-V def2-TZVPD def2/J DEFGRID3
* xyz -1 1
O 1.196 1.300 0.998
H 0.765 0.466 1.236
S -1.020 -2.105 0.300
S -0.394 -0.596 -1.026
H 1.054 1.293 0.044
H -1.601 -0.358 -1.552
*
```